C40H110N6O20 | ωB97M-V with the def2-TZVPD basis set

```
176
Properties=species:S:1:pos:R:3:forces:R:3
C 4.1165 -4.7924 7.4494 0.73 0.43 -0.68
O 3.9146 -4.5972 6.0461 -0.77 -0.20 0.96
C 5.0624 -4.9211 5.3087 -0.46 -0.33 -0.70
C 4.7784 -4.7249 3.7804 1.70 0.86 0.87
N 4.4637 -3.3284 3.4730 -1.73 -0.11 0.86
C 4.4766 -2.9045 2.0726 0.62 -0.14 -0.50
C 3.9112 -1.4904 2.0209 -1.13 -2.67 -1.18
O 2.5723 -1.7210 2.3437 -1.20 0.15 0.88
C 1.8674 -0.6194 2.8435 0.99 0.96 -0.53
H 3.1844 -4.6274 7.9611 -0.35 0.02 0.07
H 4.8754 -4.0943 7.8357 -0.20 0.18 -0.12
H 4.5245 -5.7753 7.6942 -0.27 -0.34 -0.24
H 5.2890 -5.9876 5.4891 0.20 0.17 -0.16
H 5.8621 -4.3072 5.7398 0.39 0.01 -0.71
H 4.0508 -5.4285 3.4309 -0.83 -0.53 -0.02
H 5.7067 -5.0074 3.2625 -0.04 0.17 0.08
H 3.4947 -3.1580 3.8708 1.59 -0.07 -0.78
H 3.9842 -3.5949 1.3390 0.00 0.48 0.61
H 5.5068 -2.7899 1.7420 0.41 -0.38 0.02
H 3.9300 -1.0449 1.0377 0.50 0.35 -0.41
H 4.4278 -0.9719 2.7541 0.85 1.60 1.42
H 1.8542 0.1705 2.0871 -0.18 0.07 0.02
H 2.3029 -0.1526 3.7326 0.24 -0.31 0.17
H 0.8795 -0.9302 3.0618 -1.08 -0.35 0.18
C -1.2210 2.2007 -6.6826 0.34 1.27 -2.18
O -0.1446 3.0640 -6.2979 -0.99 0.29 -0.39
C -0.3343 3.4268 -4.9351 -0.58 -2.13 0.01
C 0.7081 4.4309 -4.5065 -0.50 0.98 -1.58
N 1.9954 4.2407 -5.2233 -0.50 -0.23 -0.22
C 2.9536 5.2855 -4.9371 0.43 -0.14 1.18
C 3.9381 4.8494 -3.8541 0.21 1.17 1.13
O 3.2500 4.4564 -2.6229 0.91 -0.37 -1.03
C 3.8834 3.2948 -2.0497 0.27 0.39 -0.81
H -1.0054 1.7649 -7.7024 -0.33 0.99 0.84
H -2.2149 2.7031 -6.6064 0.69 -0.14 -0.37
H -1.2698 1.3761 -6.0647 -0.03 -1.76 1.70
H -0.3318 2.4091 -4.4077 0.30 1.54 0.08
H -1.3638 3.8289 -4.7959 0.53 -0.02 0.03
H 0.7843 4.3597 -3.4192 0.48 0.40 -0.21
H 0.3164 5.4433 -4.8689 0.35 -0.92 1.02
H 1.8316 4.2708 -6.2398 -0.44 -0.19 0.82
H 2.5393 6.2707 -4.6856 -0.43 -0.21 0.13
H 3.5211 5.4516 -5.8235 0.68 0.14 -0.74
H 4.6090 5.7379 -3.6066 -0.57 -1.07 -0.29
H 4.5683 4.0344 -4.2439 -0.26 0.07 0.26
H 3.2456 2.8928 -1.2573 0.20 0.17 -0.13
H 4.9154 3.5397 -1.6977 -0.70 -0.12 0.04
H 3.9847 2.5493 -2.8623 -0.09 0.04 0.52
C 5.7118 1.2363 4.2305 1.15 -2.22 -1.61
O 4.6074 1.7366 3.6052 -0.90 0.72 0.04
C 4.9593 2.5446 2.5194 -0.60 0.72 -0.23
C 3.6480 2.8686 1.8392 -0.79 1.37 -0.08
N 2.7377 3.5597 2.7944 -0.79 0.44 -1.53
C 1.3497 3.6507 2.1749 3.44 -0.18 0.11
C 0.4789 4.4088 3.0923 -1.56 -0.83 -1.90
O 0.0519 3.5879 4.1270 -1.20 0.49 1.14
C -1.1005 4.2111 4.7368 0.77 -1.49 1.08
H 5.3893 0.6121 5.0476 0.19 -0.20 0.28
H 6.4402 1.9501 4.4895 0.65 1.46 1.00
H 6.2980 0.6559 3.4428 -0.53 -0.19 1.00
H 5.6216 2.0013 1.8525 0.25 -0.25 -0.31
H 5.5020 3.4753 2.8462 -0.54 -0.65 -0.14
H 3.1070 2.0037 1.4392 0.57 -0.50 -0.01
H 3.8032 3.5394 0.9393 -0.03 -0.48 1.08
H 2.6204 3.0717 3.6781 0.39 -0.30 -0.28
H 1.0325 2.6202 1.9772 -0.64 0.20 0.03
H 1.4447 4.1731 1.1968 -0.01 -0.22 0.60
H -0.3756 4.6109 2.4099 -0.18 0.61 0.65
H 0.9253 5.3060 3.4597 0.40 0.81 0.11
H -1.9309 4.2231 4.0546 -0.33 0.43 -0.61
H -0.8715 5.2119 5.1349 -0.07 -0.29 -0.16
H -1.4204 3.5192 5.5430 0.34 0.61 -0.17
C -5.4974 -0.6146 -4.2862 -0.74 0.05 0.37
O -5.1266 0.4590 -3.3929 0.62 -0.70 -0.39
C -6.1707 1.2569 -2.8671 0.54 0.65 -0.17
C -6.1385 2.6233 -3.5243 0.94 0.62 -1.84
N -4.9201 3.5015 -3.3425 -1.04 -1.37 0.65
C -5.0531 4.3184 -2.1278 0.58 0.52 0.15
C -3.8643 5.2854 -2.1448 0.25 -1.68 0.39
O -3.8238 5.8824 -0.9038 -0.32 0.82 0.90
C -2.6457 6.6143 -0.7092 -0.10 -0.50 -0.62
H -6.3392 -1.1327 -3.7944 0.18 -0.02 -0.43
H -4.6651 -1.3332 -4.3531 -0.16 0.54 -0.01
H -5.8199 -0.2872 -5.3129 0.41 -0.01 0.96
H -6.0499 1.3991 -1.7961 0.40 -0.28 0.27
H -7.0980 0.7266 -2.9991 -0.68 0.05 -0.24
H -6.8896 3.2715 -3.1649 -1.39 0.29 0.55
H -6.3601 2.5331 -4.6246 0.46 -0.13 0.87
H -4.0743 2.9285 -3.2523 -0.36 0.18 -0.19
H -5.0134 3.7717 -1.1253 -0.15 0.45 -1.21
H -5.9809 4.9386 -2.1504 0.49 -0.68 -0.10
H -3.8324 5.9706 -2.9754 -0.54 0.60 -0.41
H -2.9407 4.6977 -2.2652 0.07 -0.28 -0.09
H -2.6884 7.0701 0.2528 0.02 0.40 0.65
H -2.5303 7.3454 -1.4967 0.06 0.60 -0.20
H -1.7935 5.9472 -0.7829 0.45 -0.23 0.17
C 0.4750 -5.3443 -0.3899 -0.15 0.33 -0.12
O 1.1818 -5.2022 0.8399 -0.43 -0.04 -0.76
C 0.5437 -4.2909 1.6942 -1.90 -0.62 0.19
C -0.7025 -4.9491 2.3964 -0.15 0.57 -0.38
N -1.4560 -4.1079 3.3559 0.94 0.64 -0.44
C -0.7676 -3.9974 4.6229 -0.10 -1.51 1.26
C -1.7034 -3.5533 5.7304 -1.16 -0.13 -0.33
O -2.6741 -4.5933 6.0286 0.98 0.69 0.05
C -3.4989 -4.1751 7.0674 -1.74 0.02 1.24
H 1.2352 -5.4765 -1.1699 -0.40 -0.24 0.06
H -0.1425 -4.4624 -0.6170 0.50 0.18 0.04
H -0.2949 -6.1252 -0.3872 0.53 -0.46 0.12
H 0.1764 -3.4177 1.1435 0.14 0.14 -0.09
H 1.2807 -3.9727 2.3819 0.67 0.39 0.96
H -0.3494 -5.7771 3.0091 0.00 -0.33 -0.31
H -1.4155 -5.3305 1.6171 0.74 0.32 0.59
H -1.5853 -3.1386 3.0371 -0.13 -0.68 -0.50
H 0.1725 -3.4226 4.7018 -0.28 0.33 -0.48
H -0.4291 -5.0261 4.9527 -0.44 0.82 -0.43
H -2.3362 -2.6540 5.5276 0.80 -0.23 -0.25
H -1.0646 -3.3408 6.5780 -0.07 0.02 0.70
H -4.2014 -3.3243 6.8232 0.78 -0.50 -0.27
H -2.9531 -3.8348 7.9832 -0.09 -0.39 -0.58
H -4.2037 -5.0084 7.3664 1.03 0.66 -0.38
C -2.4166 1.6285 2.8629 0.40 0.88 0.51
O -2.3768 0.9243 1.6720 -0.14 0.61 -1.38
C -2.5126 -0.4541 1.8128 1.49 -0.47 0.44
C -2.9397 -1.0521 0.4908 -0.06 -0.36 -1.01
N -2.8400 -2.5302 0.4619 -0.92 1.49 1.53
C -4.1323 -3.1737 0.5189 -0.71 0.30 0.84
C -4.0202 -4.6443 0.6722 1.54 -2.21 1.72
O -3.2218 -5.2487 -0.3328 0.05 0.71 -1.13
C -3.3060 -6.6420 -0.5604 -2.45 2.30 -1.43
H -1.8107 1.1105 3.6325 -0.25 0.33 -0.08
H -3.4677 1.7270 3.1911 0.36 0.11 0.21
H -1.9585 2.6403 2.6777 -0.58 -1.04 0.21
H -3.2985 -0.6636 2.5529 0.39 -0.30 0.23
H -1.4763 -0.8130 2.1325 -1.34 -0.26 -0.11
H -2.5208 -0.4436 -0.3695 -0.05 -1.27 0.88
H -3.9980 -0.8738 0.4199 -0.64 0.51 -0.17
H -2.2802 -2.9476 -0.2154 1.29 -0.35 -1.47
H -4.7775 -3.0222 -0.3539 -0.03 0.56 -0.20
H -4.6827 -2.8129 1.4500 0.52 -0.35 -1.17
H -4.9952 -5.1326 0.7378 -0.19 0.12 -0.07
H -3.4278 -4.8888 1.5955 -1.01 0.46 -0.09
H -2.5835 -6.8300 -1.2756 1.57 -0.52 -1.44
H -4.2782 -6.9247 -1.0194 0.24 0.13 0.41
H -3.1252 -7.2067 0.2659 0.46 -1.60 2.69
O 2.1135 0.5808 -0.7486 -0.83 0.35 0.18
C 0.7568 0.4527 -0.3019 0.15 0.24 0.15
C -0.3192 1.0736 -1.1703 0.49 -2.19 -1.66
O -0.1334 0.3928 -2.4827 0.58 0.53 1.64
H 2.2201 0.2393 -1.6445 -0.11 -0.16 -0.23
H 0.5034 -0.6011 -0.1480 0.04 -0.01 0.06
H 0.7504 0.9680 0.6430 -0.20 0.00 0.51
H -0.2544 2.1268 -1.3091 0.36 0.99 -0.03
H -1.3450 0.8131 -0.8780 0.55 0.29 0.58
H -0.8922 0.7023 -2.9541 -1.11 0.09 -1.29
O 2.7869 1.4355 -4.9642 0.77 1.04 0.21
C 1.7891 0.8029 -5.7318 -0.74 -0.56 0.67
C 2.2337 -0.6173 -6.0969 1.26 1.07 0.16
O 2.0541 -1.5406 -5.0196 -0.55 -0.18 -1.44
H 2.6684 2.4096 -5.1508 0.12 -0.63 0.73
H 0.8606 0.7969 -5.0976 0.46 -0.28 -0.86
H 1.6693 1.4347 -6.5988 -0.51 -0.24 -0.59
H 3.3394 -0.4535 -6.3774 -1.33 -0.70 0.33
H 1.7052 -0.9604 -7.0039 0.09 -0.17 0.66
H 2.5554 -1.2774 -4.2544 0.50 0.34 0.43
O -0.5282 -2.4431 -1.9969 -1.09 0.49 0.05
H 0.3583 -2.6533 -2.2550 0.87 -0.32 -0.24
H -0.5883 -1.4869 -2.1973 0.20 0.00 0.09
O 3.7119 -0.3168 -2.9084 0.04 0.60 -0.56
H 4.3311 0.0477 -2.2721 0.13 -0.21 0.29
H 3.6732 0.3886 -3.5944 -0.31 -0.26 0.13
O -2.2045 -2.3178 -4.4626 -0.05 0.00 0.51
H -1.5810 -2.6912 -5.0875 0.16 -0.07 -0.16
H -1.8754 -2.6252 -3.5915 -0.01 0.22 -0.35
O -2.4726 0.6541 -4.0342 -0.01 0.17 0.17
H -2.2469 -0.2041 -4.4438 -0.58 0.10 0.46
H -3.3885 0.6343 -3.6581 0.67 -0.37 -0.49
```
Forces are in eV/Å.

Calculated values
Orbital gap (eV): 8.74
Relative energy (zero: lowest compared OMol25 entry of this formula, charge and spin) (kJ/mol): 218.88

=====

C5H8N2 | ωB97M-V with the def2-TZVPD basis set

```
15
Properties=species:S:1:pos:R:3:forces:R:3
C -1.3566 -1.2916 0.3443 -0.12 -0.09 0.05
N -0.1316 -0.5585 0.1084 0.06 0.14 -0.02
C 1.1369 -1.0730 0.1676 0.03 -0.05 0.02
C 2.0294 -0.0611 -0.0828 0.01 -0.04 0.01
C 1.2717 1.1214 -0.2953 -0.06 0.08 -0.04
C -0.0573 0.7830 -0.1824 0.13 -0.17 0.03
N -1.2571 1.5154 -0.3623 0.09 0.20 0.03
H -1.8585 -1.5568 -0.5910 0.08 0.05 0.09
H -1.1190 -2.2038 0.8967 -0.03 0.12 -0.10
H -2.0425 -0.6877 0.9419 0.09 -0.11 -0.09
H 1.2968 -2.1224 0.3774 -0.03 0.18 0.01
H 3.1066 -0.1555 -0.1059 -0.16 0.00 0.01
H 1.6492 2.1152 -0.5004 -0.06 -0.16 -0.01
H -1.4864 2.0798 0.4494 0.02 -0.07 -0.06
H -1.1715 2.1413 -1.1549 -0.06 -0.09 0.08
```
Forces are in eV/Å.

Calculated values
Orbital gap (eV): 8.89
Relative energy (zero: lowest compared OMol25 entry of this formula, charge and spin) (kJ/mol): 34.57